[1]
The following is a quantum chemistry calculation of 3 unconnected molecules or ions with the total composition C11H21BN2O13P2, from the Open Molecules 2025 dataset.

The value obtained for the HOMO-LUMO gap is 0.2988 Ha. As for the lowest unoccupied orbital energy: -1.58 eV. The spin multiplicity is 1. Its molecular weight is 462.1 g/mol.

Each line ends with the Löwdin charge.
Geometry (Å):
N1 -3.78239 1.40998 -0.56368  0.22
C1 -3.26561 0.39218 -0.69340  -0.28
O1 -2.91193 -0.81290 -1.07284  0.10
C2 -2.67217 -0.78800 -2.45763  -0.11
C3 -1.54413 -0.91709 -3.12189  0.13
B1 -0.08395 -1.16754 -2.51826  -0.48
N2 0.01390 -1.99825 -1.30000  0.16
O2 1.06293 -0.68823 -3.09453  0.17
C4 -2.02554 -0.73901 -4.57635  -0.39
O3 -1.28200 -0.64550 -5.48272  0.22
O4 -3.39195 -0.69528 -4.60451  0.16
C5 -3.91101 -0.58318 -3.32103  -0.35
O5 -5.03134 -0.40484 -3.03156  0.23
H1 -0.63680 -1.66103 -0.59586  0.07
H2 -0.29854 -2.92380 -1.59760  0.09
H3 1.20005 0.25008 -2.92838  0.12
C6 3.80823 -4.76841 4.03140  -0.12
O6 3.80061 -4.21766 2.72067  -0.24
P1 3.40866 -5.03343 1.31663  0.60
O7 2.72342 -3.91409 0.59900  -0.26
O8 2.39101 -6.04220 2.08553  -0.29
C7 1.12105 -5.57662 2.51736  -0.11
O9 3.50294 -6.16333 0.08097  -0.24
C8 4.59429 -5.98984 -0.83633  -0.12
H4 4.63645 -4.32049 4.58296  0.09
H5 2.88913 -4.48003 4.54167  0.09
H6 3.92534 -5.85053 4.03537  0.09
H7 0.98155 -4.51272 2.32230  0.09
H8 1.02962 -5.75507 3.59057  0.08
H9 0.34277 -6.14940 2.01364  0.09
H10 5.54983 -6.03573 -0.31236  0.08
H11 4.50321 -5.03530 -1.35830  0.08
H12 4.55431 -6.79882 -1.56222  0.09
C9 -2.63770 7.54004 -0.84203  -0.12
O10 -2.78402 6.89640 0.41703  -0.24
P2 -1.76504 5.73417 1.04337  0.59
O11 -1.83512 6.13326 2.48309  -0.26
O12 -0.45243 6.29892 0.27088  -0.28
C10 0.18477 7.48386 0.72709  -0.11
O13 -1.01118 4.24683 1.18177  -0.24
C11 -1.87295 3.14458 1.51590  -0.13
H13 -3.63340 7.70129 -1.25855  0.09
H14 -2.19090 8.52239 -0.68743  0.09
H15 -2.04903 6.95832 -1.54912  0.09
H16 -0.34268 7.94202 1.56409  0.09
H17 0.22744 8.19738 -0.09835  0.08
H18 1.20691 7.24700 1.02062  0.09
H19 -2.64904 3.02749 0.76170  0.04
H20 -2.32719 3.30349 2.49614  0.09
H21 -1.27039 2.23866 1.54519  0.08



[2]
The following is a quantum chemistry calculation of a molecular structure, C14H19N3O2PtS, from the Open Molecules 2025 dataset.

The value obtained for the HOMO-LUMO gap is 0.2803 Ha. As for the lowest unoccupied orbital energy: 0.31 eV. The spin multiplicity is 1. Its molecular weight is 488.5 g/mol.

Each line ends with the Löwdin charge.
Geometry (Å):
Pt1 -0.39556 0.86301 0.61183  0.87
O1 -1.46700 2.47517 -0.26886  -0.24
C1 -2.67026 2.87455 0.38372  -0.23
C2 -3.77677 2.16897 -0.38362  -0.15
C3 -3.41537 0.70688 -0.71534  -0.14
C4 -3.22830 -0.22168 0.45416  -0.25
C5 -4.31359 -0.99175 0.85940  -0.02
C6 -4.19464 -1.89864 1.89343  -0.05
C7 -2.96221 -2.02113 2.50834  -0.04
C8 -1.92095 -1.23111 2.06542  -0.15
N1 -2.02846 -0.34347 1.06379  -0.09
H1 -0.64332 3.01569 -0.16152  0.08
H2 -2.77316 3.95933 0.37367  0.13
H3 -2.64567 2.53612 1.42273  0.11
H4 -3.94261 2.68172 -1.33259  0.12
H5 -4.70899 2.21810 0.18388  0.12
H6 -2.51915 0.68497 -1.33332  0.11
H7 -4.23124 0.29827 -1.31276  0.12
H8 -5.25296 -0.86796 0.33751  0.12
H9 -5.03965 -2.49829 2.20483  0.11
H10 -2.79147 -2.71653 3.31714  0.11
H11 -0.95390 -1.32953 2.52791  0.03
C9 4.23854 1.51717 -1.88758  -0.02
C10 3.83542 0.26780 -1.16140  -0.30
C11 4.47890 -0.94691 -1.36166  0.01
C12 4.02082 -2.03551 -0.63599  -0.33
N2 2.98431 -1.93029 0.19751  0.09
C13 2.43797 -0.72591 0.33013  -0.74
S1 1.08584 -0.62101 1.46009  0.60
N3 2.83072 0.38366 -0.29739  0.06
C14 4.64272 -3.39413 -0.75606  -0.03
H12 5.06305 1.33642 -2.57433  0.07
H13 4.52746 2.28416 -1.16807  0.09
H14 3.38388 1.90815 -2.44052  0.09
H15 5.30804 -1.03628 -2.05001  0.11
H16 1.72181 1.65820 -0.15726  -0.09
H17 5.47404 -3.39835 -1.45876  0.07
H18 3.89052 -4.11282 -1.08187  0.08
H19 4.99551 -3.72209 0.22213  0.08
O2 0.95566 2.20507 0.12133  -0.49



[3]
The following is a quantum chemistry calculation of a single C5H8O molecule, from the Open Molecules 2025 dataset.

The value obtained for the HOMO-LUMO gap is 0.3429 Ha. As for the lowest unoccupied orbital energy: 0.40 eV. The spin multiplicity is 1. Its molecular weight is 84.1 g/mol. The calculation puts the energy relative to the best compared isomer or geometry (same formula, charge and spin) at 3.854 eV.

Each line ends with the Löwdin charge.
Geometry (Å):
C1 1.39339 0.32640 -0.72465  -0.05
C2 0.41526 0.13152 1.27887  0.11
C3 -0.89927 0.79045 1.08186  -0.26
O1 -1.48892 0.45822 -0.17100  -0.14
C4 -0.91273 -0.78222 -0.53169  -0.19
C5 0.50253 -0.70023 0.05208  -0.37
H1 1.07291 0.36447 -1.76988  0.09
H2 2.44362 0.03842 -0.66113  0.08
H3 1.31572 1.34757 -0.32786  0.08
H4 -0.89757 1.87704 1.21039  0.13
H5 -1.48507 0.36503 1.92537  0.14
H6 -0.95220 -0.88328 -1.62113  0.12
H7 -1.46534 -1.62274 -0.07790  0.12
H8 1.02489 -1.65517 0.14460  0.13



[4]
The following is a quantum chemistry calculation of 4 unconnected molecules or ions with the total composition C22H49N3O11, from the Open Molecules 2025 dataset.

The value obtained for the HOMO-LUMO gap is 0.2986 Ha. As for the lowest unoccupied orbital energy: -0.28 eV. The spin multiplicity is 1. Its molecular weight is 531.6 g/mol.

Each line ends with the Löwdin charge.
Geometry (Å):
N1 -2.15165 2.18840 0.86265  0.31
C1 -2.23715 1.16766 1.63689  -0.35
N2 -2.51829 -0.12013 1.17494  0.07
C2 -3.45626 -0.62447 2.20406  -0.11
C3 -3.38891 0.47443 3.35876  -0.08
N3 -2.13639 1.15163 2.99761  0.00
C4 -0.90476 0.48065 3.54845  -0.68
O1 -0.50646 0.94097 4.61385  0.03
O2 -0.43200 -0.48386 2.92091  -0.02
H1 -2.19474 3.13192 1.21817  0.15
H2 -2.11174 2.05938 -0.13599  0.14
H3 -1.70947 -0.70475 0.99480  0.12
H4 -4.43172 -0.45172 1.75547  0.10
H5 -3.25793 -1.63668 2.52450  0.12
H6 -4.14951 1.20407 3.08605  0.11
H7 -3.44758 0.13320 4.37990  0.13
C5 1.11453 -1.37186 0.69121  -0.09
O3 0.66984 -1.95842 -0.52736  -0.20
C6 0.54139 -1.00033 -1.55498  -0.22
C7 0.48926 -1.67609 -2.90914  -0.18
O4 1.77190 -2.03425 -3.40075  -0.13
C8 2.37318 -3.17445 -2.79946  -0.18
C9 1.77297 -4.48451 -3.26089  -0.20
O5 0.57625 -4.76097 -2.55192  -0.20
C10 -0.21869 -5.71990 -3.20989  -0.11
H8 0.42045 -0.61100 1.03308  0.04
H9 1.16962 -2.15383 1.44232  0.10
H10 2.11465 -0.93713 0.56123  0.09
H11 1.38672 -0.30108 -1.52889  0.13
H12 -0.39664 -0.44296 -1.39049  0.11
H13 0.09823 -0.95287 -3.62932  0.13
H14 -0.18868 -2.53135 -2.90416  0.12
H15 2.37215 -3.09117 -1.71132  0.12
H16 3.41406 -3.15185 -3.12790  0.11
H17 2.48171 -5.29983 -3.05943  0.13
H18 1.57277 -4.43573 -4.33804  0.13
H19 -0.53963 -5.35004 -4.19105  0.09
H20 -1.10264 -5.89665 -2.60013  0.09
H21 0.32414 -6.66459 -3.33037  0.09
C11 9.65379 -2.18469 2.26425  -0.11
O6 8.84533 -2.67784 1.22090  -0.20
C12 8.50776 -4.04209 1.40904  -0.21
C13 7.32886 -4.42177 0.53937  -0.18
O7 6.07524 -4.04117 1.08798  -0.13
C14 5.74272 -2.66096 1.00476  -0.17
C15 5.32576 -2.22661 -0.38284  -0.20
O8 6.46763 -1.98442 -1.19138  -0.19
C16 6.15549 -1.99076 -2.56459  -0.11
H22 10.58900 -2.75199 2.33816  0.09
H23 9.88862 -1.14552 2.04227  0.09
H24 9.11991 -2.22603 3.22065  0.09
H25 8.26087 -4.22979 2.46071  0.13
H26 9.37875 -4.65019 1.12664  0.13
H27 7.29530 -5.51220 0.48425  0.13
H28 7.44712 -4.04614 -0.47865  0.12
H29 6.54769 -2.03566 1.39421  0.12
H30 4.88199 -2.53590 1.66506  0.13
H31 4.75453 -1.28973 -0.31936  0.13
H32 4.69799 -3.00317 -0.83458  0.12
H33 5.78587 -2.97631 -2.87258  0.08
H34 7.06893 -1.77647 -3.11639  0.09
H35 5.40788 -1.22455 -2.80253  0.09
C17 -6.31548 8.41983 1.24818  -0.11
O9 -6.18171 7.25542 0.46202  -0.20
C18 -4.87395 6.71883 0.52568  -0.21
C19 -4.87040 5.28539 0.04034  -0.19
O10 -5.29952 4.35159 1.02527  -0.15
C20 -6.70119 4.31239 1.27791  -0.18
C21 -7.48934 3.61741 0.18964  -0.21
O11 -7.72206 4.50064 -0.89384  -0.20
C22 -8.07273 3.81207 -2.07381  -0.11
H36 -5.61982 9.19872 0.91684  0.09
H37 -7.33384 8.78449 1.13306  0.09
H38 -6.14180 8.19434 2.30638  0.09
H39 -4.49644 6.75813 1.55467  0.13
H40 -4.22395 7.32348 -0.12217  0.13
H41 -3.83385 5.01307 -0.17976  0.11
H42 -5.43943 5.17433 -0.88399  0.12
H43 -7.09231 5.30972 1.48160  0.12
H44 -6.80787 3.72651 2.19320  0.13
H45 -8.46335 3.30500 0.58988  0.13
H46 -6.93895 2.73260 -0.15354  0.13
H47 -7.25358 3.16039 -2.39988  0.09
H48 -8.25692 4.55173 -2.85007  0.09
H49 -8.98153 3.21806 -1.92632  0.09